[1]
{"formula": "C9H6N4PdS7", "method": "ωB97M-V with the def2-TZVPD basis set", "species": ["Pd", "N", "C", "N", "C", "C", "S", "C", "C", "S", "C", "N", "N", "H", "H", "H", "H", "H", "H", "S", "C", "S", "C", "C", "S", "S", "S"], "xyz": [[0.5909, -0.2814, 0.0057], [-0.3578, -1.4843, -3.1315], [-1.4845, -1.5373, -2.3577], [-1.4311, -1.4923, -1.0699], [-2.6814, -1.4722, -0.5039], [-3.7216, -1.5807, -1.3690], [-3.1174, -1.6541, -2.9925], [-2.7006, -1.1757, 0.9393], [-3.7565, -0.9756, 1.7700], [-3.1805, -0.4153, 3.3080], [-1.5345, -0.4974, 2.6890], [-1.4684, -0.9304, 1.4783], [-0.4242, -0.1830, 3.4155], [0.3979, -1.0448, -2.5788], [-0.4787, -1.0362, -4.0262], [-4.7786, -1.5517, -1.1645], [-4.8102, -1.0588, 1.5636], [-0.5330, 0.5634, 4.0827], [0.3861, -0.0549, 2.7879], [6.3400, 4.1237, -0.5565], [5.0108, 3.0880, -0.4395], [3.7782, 2.9629, -1.6124], [2.7590, 1.7451, -0.8635], [3.2203, 1.2886, 0.3405], [2.5449, 0.0668, 1.3811], [4.7247, 2.0272, 0.8650], [1.3103, 1.3044, -1.7162]], "atomic_forces_ev_per_a": [[0.037, 0.013, -0.038], [-0.005, -0.034, 0.031], [-0.005, 0.007, 0.011], [-0.022, 0.003, -0.004], [0.021, -0.016, 0.001], [0.003, 0.017, 0.012], [0.016, -0.013, -0.011], [-0.021, -0.010, -0.032], [0.018, -0.003, -0.017], [0.016, -0.009, 0.024], [-0.074, -0.049, -0.065], [0.033, 0.056, 0.071], [0.015, 0.016, 0.041], [0.001, 0.010, -0.039], [0.006, 0.021, 0.004], [-0.008, 0.008, 0.003], [-0.007, 0.002, -0.007], [0.007, 0.003, -0.008], [0.025, 0.008, -0.005], [-0.001, 0.002, 0.001], [-0.013, -0.022, -0.007], [0.012, -0.011, 0.035], [0.042, 0.037, -0.027], [0.065, 0.022, 0.043], [-0.063, -0.029, -0.002], [-0.024, 0.011, -0.033], [-0.076, -0.042, 0.018]], "lumo_ev": 3.9, "total_charge": -2, "homo_energy_ev": 1.054, "de_lowest_ev": 0.000, "energy_ev": -94718.6891}

[2]
{"formula": "C4H7NO", "method": "ωB97M-V with the def2-TZVPD basis set", "species": ["O", "N", "C", "C", "C", "C", "H", "H", "H", "H", "H", "H", "H"], "xyz": [[2.3645, -0.7252, 0.2841], [1.9012, -0.2015, -0.9255], [0.6275, -0.2116, -0.9978], [-0.2794, -0.4690, 0.1292], [-1.7360, -0.1200, 0.2501], [-0.7455, 0.9586, 0.4859], [3.3200, -0.7133, 0.1479], [0.2239, 0.2335, -1.9003], [0.0788, -1.2254, 0.8270], [-2.4303, -0.0865, -0.5825], [-2.1586, -0.5049, 1.1735], [-0.6465, 1.6708, -0.3392], [-0.5197, 1.3946, 1.4475]], "atomic_forces_ev_per_a": [[0.240, 0.007, 0.121], [-0.482, -0.360, -0.618], [0.216, -0.110, -0.315], [0.312, 0.247, 0.145], [-0.237, -0.054, -0.052], [-0.010, 0.161, 0.316], [-0.182, -0.004, 0.111], [0.090, -0.097, -0.170], [0.082, 0.793, 0.243], [0.175, 0.093, -0.033], [-0.092, -0.224, -0.284], [0.180, -0.284, 0.349], [-0.293, -0.167, 0.187]], "lumo_ev": 1.1, "smiles": "O/N=C\\C1CC1", "homo_energy_ev": -9.047, "de_lowest_ev": 3.660, "energy_ev": -7795.9847}

[3]
{"formula": "C16H30N9O4", "method": "ωB97M-V with the def2-TZVPD basis set", "species": ["C", "O", "H", "H", "H", "C", "O", "N", "N", "H", "H", "H", "H", "C", "O", "N", "N", "H", "H", "H", "H", "C", "O", "N", "N", "H", "H", "H", "H", "N", "C", "C", "C", "C", "H", "H", "H", "H", "H", "N", "C", "C", "C", "C", "H", "H", "H", "H", "H", "N", "C", "C", "C", "C", "H", "H", "H", "H", "H"], "xyz": [[0.5773, -0.3760, 0.1645], [0.5994, -0.2729, 1.5002], [0.7411, 0.5707, -0.4077], [1.3560, -1.0988, -0.2285], [-0.4433, -0.7379, -0.1563], [-1.9253, -3.6020, 2.2526], [-1.3013, -3.6762, 3.2949], [-3.0849, -4.3269, 2.0447], [-1.5419, -2.8871, 1.1541], [-3.4446, -4.9253, 2.7604], [-3.4725, -4.3272, 1.1172], [-0.8852, -2.1175, 1.2504], [-2.1454, -2.8564, 0.3501], [-1.8047, 1.1360, 4.0131], [-0.7966, 1.1462, 4.6879], [-2.9566, 1.8227, 4.4043], [-1.9380, 0.4675, 2.8325], [-2.8320, 2.3424, 5.2540], [-3.4931, 2.2536, 3.6718], [-1.1284, 0.0103, 2.3995], [-2.8356, 0.3836, 2.3946], [4.9493, -0.7117, 1.3535], [4.4240, -0.5308, 2.4238], [6.2502, -0.3475, 1.0883], [4.3236, -1.3310, 0.2910], [6.8171, 0.0333, 1.8193], [6.6313, -0.4217, 0.1644], [3.3426, -1.5471, 0.2667], [4.8963, -1.4779, -0.5193], [0.4180, 5.9804, -0.1344], [0.0016, 4.7767, 0.3676], [0.7099, 3.7885, -0.2599], [1.6253, 4.4280, -1.1420], [1.4453, 5.7774, -1.0243], [0.0820, 6.8835, 0.1402], [-0.7252, 4.7089, 1.1586], [0.6152, 2.7228, -0.1301], [2.3521, 3.9527, -1.7811], [1.8603, 6.6323, -1.5319], [-3.8414, -1.7935, -1.1412], [-4.8084, -2.2555, -0.2923], [-4.9882, -3.5898, -0.5536], [-4.1403, -3.9256, -1.6452], [-3.4318, -2.7989, -1.9699], [-3.4503, -0.8693, -1.0854], [-5.2002, -1.6314, 0.4921], [-5.7578, -4.2041, -0.1147], [-4.0669, -4.8857, -2.1270], [-2.6494, -2.6223, -2.6878], [2.3277, -0.2207, -2.8998], [1.3707, 0.3811, -3.6784], [1.9892, 1.3593, -4.4099], [3.3638, 1.3526, -4.0581], [3.5500, 0.3252, -3.1692], [2.0656, -0.8860, -2.1890], [0.3504, 0.0719, -3.5292], [1.5222, 2.0147, -5.1269], [4.1225, 1.9991, -4.4663], [4.4093, -0.0673, -2.6526]], "atomic_forces_ev_per_a": [[-0.480, 0.158, 0.868], [-0.372, -0.117, -0.052], [0.096, -0.042, -0.065], [-0.190, -0.157, -0.363], [0.214, -0.161, -0.862], [0.149, -0.593, 0.310], [-0.183, 0.242, -0.062], [0.075, 0.356, -0.442], [0.095, 0.357, -0.184], [0.176, -0.059, 0.051], [-0.301, -0.185, 0.216], [0.312, -0.137, 0.362], [-0.015, 0.030, 0.089], [0.291, -0.312, -0.571], [-0.123, 0.048, 0.251], [-0.308, -0.256, 0.061], [-0.049, 0.111, 0.160], [0.039, 0.224, -0.089], [-0.033, 0.131, 0.112], [0.636, 0.190, -0.056], [-0.034, -0.004, 0.107], [-0.826, -0.273, 0.183], [0.189, 0.095, 0.248], [0.255, -0.122, -0.426], [0.971, 0.173, -0.211], [-0.153, 0.058, 0.106], [0.106, 0.082, 0.065], [-0.077, 0.210, 0.384], [-0.406, -0.184, -0.212], [0.303, 0.064, 0.175], [-0.141, -0.189, -0.046], [0.219, 0.037, -0.163], [0.217, -0.020, -0.102], [-0.591, 0.279, -0.068], [-0.023, -0.048, 0.112], [-0.100, 0.045, -0.071], [-0.028, 0.023, 0.238], [-0.060, -0.086, 0.005], [0.209, -0.145, -0.062], [-0.263, 0.109, 0.222], [0.397, -0.126, 0.203], [-0.606, 0.239, -0.468], [0.032, -0.062, 0.096], [0.197, 0.104, -0.028], [0.145, -0.039, -0.118], [-0.104, 0.024, -0.063], [0.165, -0.105, 0.134], [0.065, -0.002, -0.013], [-0.041, -0.073, -0.059], [-0.530, -0.007, -0.699], [0.340, -0.136, 0.655], [-0.221, 0.171, -0.132], [0.165, -0.315, -0.367], [-0.234, -0.061, 0.713], [0.369, 0.028, 0.169], [-0.101, 0.190, -0.278], [-0.052, 0.029, 0.072], [0.074, -0.057, 0.017], [0.142, 0.266, -0.056]], "lumo_ev": 2.6, "total_charge": -1, "homo_energy_ev": -3.574, "energy_ev": -38681.4122}

[4]
{"formula": "CH2N2OS2", "method": "ωB97M-V with the def2-TZVPD basis set", "species": ["C", "N", "N", "O", "S", "S", "H", "H"], "xyz": [[-0.1383, 0.0414, -0.0885], [0.9390, -0.7273, -0.1547], [-1.4350, -0.2661, 0.0131], [2.6488, 1.1391, 0.1301], [-2.4461, -1.5464, 0.0383], [2.3835, -0.2769, 0.0331], [-0.0877, 1.0721, -0.2115], [-1.8642, 0.5640, 0.2401]], "atomic_forces_ev_per_a": [[-0.011, -0.768, -0.433], [-1.460, -0.952, 0.306], [1.238, -1.726, -0.087], [-0.076, 0.898, 0.114], [0.188, -0.827, -0.037], [0.977, -0.753, -0.286], [0.823, 1.926, 0.170], [-1.679, 2.202, 0.253]], "lumo_ev": [-1.5, -2.0], "homo_energy_ev": [-8.966, -8.226], "de_lowest_ev": 1.323, "energy_ev": -27764.9657}

[5]
{"formula": "C5H14N", "method": "ωB97M-V with the def2-TZVPD basis set", "species": ["C", "C", "N", "H", "H", "H", "H", "H", "H", "C", "C", "C", "H", "H", "H", "H", "H", "H", "H", "H"], "xyz": [[2.4787, -1.4666, -0.5047], [1.7083, -1.7297, -1.5427], [1.9459, -0.6950, 0.6447], [3.5296, -1.6853, -0.3871], [2.2035, -2.2494, -2.3473], [0.6752, -1.4207, -1.5876], [0.9605, -0.4454, 0.4578], [2.0304, -1.1900, 1.5328], [2.4670, 0.1706, 0.8035], [-2.4749, 1.8147, -0.6311], [-2.3540, 1.2204, 0.7599], [-0.9918, 0.5263, 0.9896], [-1.6857, 2.5136, -0.9181], [-3.4122, 2.3691, -0.7111], [-2.5288, 1.0774, -1.4370], [-3.1768, 0.5276, 0.9288], [-2.4591, 2.0075, 1.5069], [-1.0431, 0.0508, 1.9680], [-0.8569, -0.1879, 0.1679], [-0.2130, 1.2886, 0.9292]], "atomic_forces_ev_per_a": [[-0.079, 0.345, 0.101], [0.850, 0.095, 0.597], [-0.016, 0.140, -0.150], [-0.038, -0.187, -0.138], [-0.388, -0.100, -0.297], [-0.102, -0.116, -0.208], [0.123, -0.001, 0.429], [-0.294, -0.328, 0.006], [-0.013, 0.142, -0.291], [-0.537, 0.316, -0.529], [0.540, 0.108, -0.228], [-1.052, 0.420, -0.225], [0.129, -0.028, 0.333], [0.041, 0.055, 0.030], [0.115, -0.251, 0.229], [0.076, -0.151, 0.028], [-0.013, 0.028, 0.022], [0.503, -0.217, -0.052], [0.017, -0.271, 0.153], [0.139, -0.001, 0.194]], "lumo_ev": -3.6, "total_charge": 1, "homo_energy_ev": -14.751, "de_lowest_ev": 1.317, "energy_ev": -6894.5447}

[6]
{"formula": "C22H20FN3O3", "method": "ωB97M-V with the def2-TZVPD basis set", "species": ["C", "C", "C", "C", "C", "C", "C", "C", "O", "O", "C", "N", "C", "C", "C", "C", "F", "C", "C", "C", "C", "C", "C", "N", "O", "C", "C", "C", "N", "H", "H", "H", "H", "H", "H", "H", "H", "H", "H", "H", "H", "H", "H", "H", "H", "H", "H", "H", "H"], "xyz": [[-0.8005, -1.0530, 3.4643], [-1.3994, -1.1411, 2.0639], [-2.7076, -0.8204, 1.7828], [-3.1849, -0.6813, 0.4674], [-2.2385, -0.8862, -0.4841], [-2.1733, -0.9896, -1.8977], [-3.2023, -0.6643, -2.9075], [-4.4538, -1.5943, -2.7589], [-5.2298, -1.6082, -3.7459], [-4.5421, -2.3778, -1.6374], [-0.8945, -1.2844, -2.3185], [-0.1246, -1.5353, -1.1729], [1.0920, -2.0390, -1.2437], [0.9717, -3.4460, -1.5518], [2.2227, -4.1364, -1.7665], [3.4909, -3.5038, -1.6009], [4.5973, -4.2242, -1.8588], [3.5176, -2.0895, -1.4478], [2.3331, -1.3323, -1.3595], [2.2954, 0.2455, -1.1886], [1.8619, 0.8164, 0.1081], [0.7798, 1.6498, 0.3098], [-0.1607, 2.2401, -0.7354], [0.5568, 1.8159, 1.5825], [1.4661, 1.0014, 2.3414], [2.2763, 0.4404, 1.3650], [3.4342, -0.3692, 1.7549], [-0.9270, -1.2330, -0.1274], [-0.5712, -1.3908, 1.1141], [-1.4568, -1.4779, 4.1929], [0.1126, -1.5893, 3.5069], [-0.7024, -0.0862, 3.8915], [-3.2185, -0.5099, 2.6903], [-4.1552, -0.3245, 0.4651], [-3.5085, 0.3521, -2.5718], [-2.7689, -0.5180, -3.9610], [-3.8211, -2.1748, -1.0511], [-0.5139, -1.3730, -3.3312], [-0.0110, -3.9448, -1.6562], [2.0822, -5.1885, -2.0204], [4.5164, -1.6374, -1.5324], [1.6351, 0.6677, -2.0257], [3.3203, 0.6144, -1.2780], [0.1401, 3.2566, -0.9832], [-1.2588, 2.1921, -0.3168], [-0.3351, 1.5382, -1.6358], [4.2761, -0.2651, 1.1256], [3.0182, -1.3157, 1.6534], [3.7884, -0.1547, 2.7371]], "atomic_forces_ev_per_a": [[-1.424, -0.854, -0.436], [0.318, 0.850, 1.603], [-0.812, 0.852, 0.337], [1.502, -0.064, 3.885], [1.313, -0.647, -2.630], [1.109, 0.484, -2.816], [-0.656, 0.924, 0.739], [-0.750, 0.408, -4.019], [1.764, -0.659, 4.051], [-1.329, 0.692, -2.232], [-1.155, -0.302, 1.446], [-4.341, 4.182, -1.349], [3.938, -4.219, -1.441], [4.078, 0.888, 0.231], [-1.261, 0.285, 0.700], [-2.897, 0.761, -1.007], [-0.170, 0.503, 0.413], [0.494, -0.881, -0.516], [-1.160, 0.154, 1.697], [0.460, -0.758, -1.484], [0.497, -2.047, 0.901], [-1.438, 0.371, 0.535], [-2.363, -1.658, 0.493], [-1.013, 0.054, 1.361], [0.808, 0.580, -3.696], [-0.629, 1.838, 0.122], [-0.684, 0.889, 0.397], [-0.361, -0.765, 2.076], [3.253, -0.666, -0.481], [-0.680, -0.861, 0.404], [0.954, -0.300, -0.063], [0.457, 1.337, -0.445], [-0.852, -0.139, -0.515], [-1.902, 0.474, -1.160], [-0.483, -0.383, -0.638], [-1.083, -0.778, 1.522], [0.698, 0.069, 0.468], [0.054, -0.100, 0.369], [0.843, 0.439, 0.187], [0.765, 0.172, 0.045], [-0.586, 0.107, 0.209], [1.147, -0.506, 1.113], [0.074, -0.171, -0.852], [-0.263, -0.140, -0.345], [2.172, 0.653, -0.383], [1.012, 1.232, 1.132], [0.675, 0.182, -1.092], [0.035, -2.455, 0.258], [-0.128, -0.027, 0.904]], "lumo_ev": 0.3, "smiles": "Cc1ccc2c(CC(=O)O)cn(-c3ccc(F)cc3Cc3c(C)noc3C)c2n1", "homo_energy_ev": -8.626, "de_lowest_ev": 5.393, "energy_ev": -36465.5132}

F_max in eV Å⁻¹, matching the order above: 0.1 0.9 1.0 2.8 1.2 6.2